Record 1
C32H34CoN6OS3 as an isolated structure, computed with ωB97M-V/def2-TZVPD.

Computed properties:
**Strongest force on any atom**: 0.0118 Eh/bohr
**Gap between HOMO and LUMO (alpha / beta)**: 5.477 / 5.526 eV
**Lowest unoccupied orbital energy (alpha / beta)**: 0.150 / 0.150 Eh
**E_tot**: -4221.012350 hartree
**E_HOMO (alpha / beta)**: -1.39 / -1.44 eV

The geometry in ORCA input format:
```
! RIJCOSX wB97M-V def2-TZVPD def2/J DEFGRID3
* xyz -2 4
Co -0.302 -0.111 0.540
S 2.673 0.809 -1.627
C 2.347 1.719 -0.216
C 3.275 2.697 0.241
C 2.960 3.550 1.260
C 1.709 3.447 1.884
C 0.885 2.434 1.451
N 1.184 1.581 0.465
H 4.222 2.753 -0.278
H 3.678 4.302 1.576
H 1.401 4.094 2.693
H -0.061 2.253 1.942
S -0.585 -0.112 2.996
C -2.221 -0.552 2.698
S -2.664 -1.126 1.147
C -3.198 -0.372 3.697
C -2.913 0.243 4.939
N -2.761 0.766 5.960
C -4.576 -0.563 3.439
N -5.709 -0.721 3.259
C -6.075 2.047 0.762
N -4.817 2.806 0.820
N -3.875 2.292 -0.090
C -2.665 2.038 0.553
O -1.687 1.563 -0.023
C -2.880 2.414 1.934
C -4.166 2.786 2.058
C -4.924 3.058 3.309
C -4.019 2.579 -1.456
C -3.308 1.829 -2.394
C -3.454 2.121 -3.739
C -4.312 3.128 -4.164
C -5.026 3.856 -3.225
C -4.881 3.592 -1.871
H -6.458 2.086 -0.257
H -6.797 2.525 1.421
H -5.921 1.008 1.067
H -2.143 2.300 2.710
H -4.236 3.092 4.151
H -5.630 2.247 3.506
H -5.479 3.997 3.242
H -2.649 1.042 -2.062
H -2.888 1.544 -4.459
H -4.422 3.340 -5.220
H -5.696 4.647 -3.540
H -5.412 4.175 -1.132
C 3.996 -0.808 3.543
C 3.321 -1.806 2.637
C 3.654 -3.163 2.691
C 3.015 -4.053 1.840
C 3.356 -5.522 1.878
C 2.049 -3.604 0.949
C 1.683 -2.244 0.865
C 2.372 -1.370 1.741
N 0.729 -1.713 0.048
C 0.298 -2.373 -1.182
C -0.454 -1.295 -1.984
C -0.680 -3.537 -0.950
C 1.483 -2.815 -2.059
H 4.779 -1.282 4.138
H 3.276 -0.356 4.228
H 4.446 0.001 2.966
H 4.406 -3.515 3.391
H 4.085 -5.736 2.662
H 3.780 -5.860 0.927
H 2.470 -6.133 2.070
H 1.560 -4.340 0.328
H 2.149 -0.314 1.677
H -1.354 -0.970 -1.446
H -0.790 -1.680 -2.951
H 0.213 -0.446 -2.151
H -1.475 -3.222 -0.272
H -0.194 -4.409 -0.514
H -1.126 -3.847 -1.899
H 2.146 -1.965 -2.207
H 1.114 -3.161 -3.030
H 2.057 -3.625 -1.612
*
```

Mulliken population analysis, charges in e, atoms 1 to 6: Co 0.792; S -0.527; C -0.051; C -0.697; C -0.306; C -1.013



Record 2
C32H34MnN5O2Si as an isolated structure in a non-equilibrium geometry, computed with ωB97M-V/def2-TZVPD.

Computed properties:
**Strongest force on any atom**: 0.0242 Eh/bohr
**Gap between HOMO and LUMO (alpha / beta)**: 5.972 / 5.872 eV
**Lowest unoccupied orbital energy (alpha / beta)**: 0.094 / 0.094 Eh
**E_tot**: -3104.697166 hartree
**E_HOMO (alpha / beta)**: -3.43 / -3.33 eV

The geometry in ORCA input format:
```
! RIJCOSX wB97M-V def2-TZVPD def2/J DEFGRID3
* xyz -1 2
Mn 0.603 0.614 -0.018
O 0.751 0.410 -1.901
C 1.744 0.192 -2.670
C 1.527 0.019 -4.071
C 2.559 -0.250 -4.926
C 3.885 -0.368 -4.462
C 4.123 -0.196 -3.123
C 3.094 0.087 -2.211
C 3.453 0.264 -0.822
N 2.646 0.522 0.124
C 3.159 0.666 1.484
C 2.061 0.209 2.439
N 0.877 0.908 1.979
C 0.376 1.815 2.716
C -0.515 2.838 2.240
C -1.333 3.528 3.147
C -2.149 4.555 2.744
C -2.120 4.931 1.384
C -1.299 4.310 0.483
C -0.450 3.222 0.863
O 0.350 2.692 0.020
H 0.508 0.109 -4.425
H 2.351 -0.373 -5.983
H 4.695 -0.592 -5.144
H 5.138 -0.280 -2.741
H 4.519 0.158 -0.585
H 4.091 0.109 1.634
H 3.357 1.722 1.683
H 1.915 -0.870 2.349
H 2.318 0.453 3.474
H 0.671 1.850 3.773
H -1.332 3.213 4.188
H -2.803 5.056 3.446
H -2.765 5.734 1.042
H -1.289 4.596 -0.562
C -4.149 -0.974 1.534
Si -2.283 -0.697 1.324
C -1.806 -0.252 3.094
C -1.684 -2.484 1.193
N -1.650 0.321 0.100
C -2.403 1.110 -0.769
C -3.816 1.248 -0.727
C -4.530 2.054 -1.604
C -3.890 2.793 -2.588
C -2.504 2.685 -2.655
C -1.787 1.875 -1.789
H -4.265 -1.712 2.335
H -4.639 -1.366 0.638
H -4.675 -0.067 1.842
H -2.392 -0.867 3.787
H -2.012 0.802 3.306
H -0.748 -0.440 3.291
H -2.107 -3.072 2.016
H -0.593 -2.546 1.267
H -1.999 -2.944 0.251
H -4.378 0.721 0.022
H -5.610 2.103 -1.505
H -4.443 3.429 -3.269
H -1.955 3.254 -3.399
H -0.718 1.842 -1.892
N 0.148 -3.663 -1.388
C 0.134 -2.308 -1.254
N 1.087 -1.858 -0.506
C 1.797 -2.980 -0.095
C 2.948 -3.095 0.679
C 3.441 -4.361 0.929
C 2.812 -5.509 0.416
C 1.685 -5.413 -0.377
C 1.204 -4.134 -0.628
H -0.553 -4.213 -1.849
H -0.596 -1.673 -1.742
H 3.447 -2.212 1.062
H 4.338 -4.474 1.526
H 3.218 -6.485 0.646
H 1.208 -6.295 -0.789
*
```

Mulliken population analysis, charges in e, atoms 1 to 6: Mn 0.581; O 0.001; C 0.227; C -0.997; C -0.463; C -0.810



Record 3
A 2-piece molecular cluster, C32H34N3 overall in a non-equilibrium geometry, computed with ωB97M-V/def2-TZVPD.

Computed properties:
**Strongest force on any atom**: 0.0329 Eh/bohr
**Gap between HOMO and LUMO**: 6.322 eV
**Lowest unoccupied orbital energy**: -0.142 Eh
**E_tot**: -1403.772279 hartree
**E_HOMO**: -10.17 eV

The geometry in ORCA input format:
```
! RIJCOSX wB97M-V def2-TZVPD def2/J DEFGRID3
* xyz 1 1
C 5.270 -1.681 1.921
C 5.541 -0.746 0.910
C 4.685 0.342 0.712
C 3.547 0.483 1.523
C 2.595 1.634 1.265
N 1.202 1.340 1.647
C 0.527 2.305 2.552
C -0.705 2.988 2.013
C -1.825 3.077 2.852
C -3.047 3.527 2.347
C -3.136 3.930 1.012
C -1.972 4.030 0.233
C -0.746 3.562 0.732
C 0.581 0.265 1.175
C -0.691 -0.145 1.608
C -1.618 -0.549 0.683
C -3.016 -0.569 1.018
C -3.984 -0.073 0.108
C -5.330 -0.038 0.461
C -5.728 -0.483 1.731
C -4.773 -0.943 2.655
C -3.427 -1.020 2.297
C 3.314 -0.413 2.577
C 4.154 -1.520 2.757
H 5.940 -2.527 2.069
H 6.424 -0.858 0.274
H 4.875 1.088 -0.067
H 2.889 2.525 1.839
H 2.612 1.917 0.197
H 0.257 1.787 3.491
H 1.287 3.056 2.819
H -1.729 2.752 3.892
H -3.922 3.545 3.004
H -4.112 4.180 0.592
H -2.012 4.455 -0.775
H 0.170 3.625 0.130
H 1.086 -0.367 0.430
H -0.933 -0.108 2.680
H -1.314 -0.677 -0.367
H -3.632 0.289 -0.867
H -6.069 0.349 -0.246
H -6.779 -0.427 2.023
H -5.083 -1.233 3.660
H -2.668 -1.473 2.948
H 2.462 -0.260 3.245
H 3.933 -2.240 3.550
C 0.683 -8.411 5.786
C 1.870 -8.535 4.812
C 1.716 -7.419 3.766
N 0.568 -6.613 4.194
C 0.190 -5.410 3.600
C -0.219 -5.326 2.225
C -0.701 -4.114 1.712
N -0.706 -2.960 2.397
C -0.232 -2.996 3.650
C 0.148 -4.181 4.312
C -0.075 -7.132 5.413
H 0.022 -9.272 5.678
H 1.030 -8.377 6.823
H 2.813 -8.422 5.359
H 1.874 -9.510 4.324
H 2.651 -6.831 3.713
H 1.571 -7.863 2.768
H -0.222 -6.225 1.601
H -1.105 -4.065 0.692
H -0.174 -2.031 4.171
H 0.441 -4.132 5.363
H -1.143 -7.398 5.247
H -0.053 -6.401 6.247
*
```

natural (NBO) population analysis, charges in e, atoms 1 to 6: C -0.203; C -0.189; C -0.234; C 0.022; C -0.255; N -0.301



Record 4
C32H34N4O5S2Ti as an isolated structure in a non-equilibrium geometry, computed with ωB97M-V/def2-TZVPD.

Computed properties:
**Strongest force on any atom**: 0.0228 Eh/bohr
**Gap between HOMO and LUMO**: 6.798 eV
**Lowest unoccupied orbital energy**: -0.476 Eh
**E_tot**: -3479.462830 hartree
**E_HOMO**: -19.76 eV

The geometry in ORCA input format:
```
! RIJCOSX wB97M-V def2-TZVPD def2/J DEFGRID3
* xyz 4 1
Ti 0.155 0.075 -0.157
O 4.763 -5.894 0.629
N 3.596 -5.625 0.546
O 2.647 -6.384 0.547
C 3.258 -4.178 0.365
C 4.174 -3.404 -0.248
C 3.847 -2.069 -0.635
C 4.733 -1.237 -1.345
C 4.289 -0.009 -1.777
C 2.985 0.387 -1.492
N 2.130 -0.362 -0.795
C 2.563 -1.576 -0.363
C 1.647 -2.357 0.407
N 0.466 -1.763 0.760
C -0.398 -2.470 1.494
C -0.131 -3.757 1.936
C 1.055 -4.368 1.591
C 1.976 -3.673 0.777
H 5.149 -3.814 -0.484
H 5.743 -1.571 -1.550
H 4.934 0.647 -2.345
H 2.624 1.341 -1.857
H -1.329 -1.998 1.765
H -0.859 -4.267 2.551
H 1.267 -5.369 1.938
O 0.931 1.525 0.617
S 1.616 2.947 0.554
C 0.414 4.082 1.329
C -1.035 3.722 1.009
C -1.723 3.039 2.193
C -3.018 2.343 1.789
S -2.812 0.561 1.456
O -1.448 0.444 0.642
C -2.446 -0.014 3.109
C -1.180 0.061 3.682
C -1.031 -0.331 5.003
C -2.129 -0.783 5.729
C -3.380 -0.878 5.133
C -3.547 -0.495 3.810
C 1.325 3.431 -1.150
C 2.028 4.544 -1.592
C 1.813 5.008 -2.882
C 0.908 4.358 -3.711
C 0.217 3.238 -3.261
C 0.427 2.763 -1.975
H 0.701 5.057 0.930
H 0.621 4.087 2.401
H -1.077 3.082 0.128
H -1.578 4.635 0.761
H -1.950 3.792 2.949
H -1.050 2.323 2.665
H -3.476 2.786 0.902
H -3.763 2.356 2.589
H -0.324 0.402 3.114
H -0.056 -0.278 5.469
H -2.005 -1.065 6.766
H -4.225 -1.257 5.692
H -4.522 -0.564 3.338
H 2.731 5.054 -0.941
H 2.355 5.874 -3.238
H 0.738 4.722 -4.716
H -0.497 2.752 -3.912
H -0.121 1.880 -1.629
C -2.904 -2.034 -1.561
N -2.266 -1.559 -2.790
C -2.952 -1.882 -4.049
C -1.135 -0.924 -2.790
C -0.451 -0.582 -4.067
O -0.545 -0.611 -1.656
H -3.757 -1.403 -1.305
H -2.188 -2.052 -0.746
H -3.273 -3.044 -1.730
H -3.959 -2.221 -3.829
H -2.435 -2.683 -4.580
H -3.014 -1.012 -4.700
H -0.420 -1.451 -4.726
H 0.567 -0.252 -3.870
H -0.982 0.202 -4.611
*
```

Mulliken population analysis, charges in e, atoms 1 to 6: Ti 0.010; O -0.514; N 1.007; O -0.551; C -0.148; C -0.919



- strongest force on any atom of number 3 (C32H34N3)?
  0.0329 Eh/bohr



- Among the records above, which one has the highest E_tot?
  C32H34N3